[1]
Here is a structure of composition C6H12 in a non-equilibrium geometry from the OMol25 dataset. Energies are from ωB97M-V/def2-TZVPD.

For the total energy, the calculation gives -6412.0938 eV. The HOMO-LUMO gap comes out at 0.3437 hartree. Its spin multiplicity is 1. The energy above the lowest of the compared OMol25 structures with the same formula, charge and spin is 111.77 kcal per mole. The charge is 0. The value obtained for the LUMO energy is 1.02 eV.

Last column: Löwdin charge in e.
CARTESIAN COORDINATES (ANGSTROEM)
C 0.550 1.100 -2.114  -0.043
C 1.074 0.949 -0.559  -0.204
C 0.254 -0.105 0.201  -0.361
C -0.929 0.368 0.834  -0.097
C -1.856 -0.474 1.658  -0.113
C 0.828 -1.460 0.410  -0.104
H 0.613 0.093 -2.519  0.078
H -0.368 1.771 -2.072  0.105
H 1.091 1.684 -2.517  -0.080
H 1.083 1.983 0.043  0.133
H 2.198 0.641 -0.528  0.108
H -1.237 1.336 0.685  0.065
H -1.817 -0.259 2.641  0.013
H -2.963 -0.290 1.444  0.093
H -1.686 -1.647 1.595  0.108
H 2.145 -1.540 0.644  0.163
H 0.888 -2.142 -0.780  0.157
H 0.131 -2.009 0.935  -0.021

***

[2]
Here is a structure of composition C9H13FeNO in a non-equilibrium geometry from the OMol25 dataset. Energies are from ωB97M-V/def2-TZVPD.

For the total energy, the calculation gives -47466.4506 eV. The HOMO-LUMO gap (spin up / spin down) comes out at 0.2333 / 0.2333 hartree. Its spin multiplicity is 6. The energy above the lowest of the compared OMol25 structures with the same formula, charge and spin is 0.00 kcal per mole. The expectation value of S² is 8.7693. The charge is -1. The value obtained for the LUMO energy (spin up / spin down) is 3.64 / 3.59 eV.

Last column: Löwdin spin population.
CARTESIAN COORDINATES (ANGSTROEM)
C -0.051 -1.662 -1.478  0.061
C 0.985 -0.745 -1.835  0.062
C 0.371 0.483 -2.243  0.054
C -1.052 0.332 -2.116  0.050
C -1.315 -0.994 -1.625  0.048
Fe -0.146 0.171 -0.047  3.912
C 1.557 -0.661 1.139  0.319
C 0.583 -1.647 1.661  0.039
C 0.875 -2.875 2.246  0.046
N -0.658 -1.172 1.415  0.117
H 0.905 1.345 -2.632  0.004
H 2.054 -0.942 -1.845  0.001
H -1.800 1.066 -2.394  0.004
H -2.296 -1.434 -1.463  0.004
H 0.092 -2.707 -1.213  0.003
H 2.438 -1.061 0.638  0.018
H -1.424 -1.759 1.740  0.012
H 1.718 0.199 1.802  0.017
H 1.908 -3.196 2.273  0.004
H 0.077 -3.507 2.621  0.005
C -0.675 3.010 0.462  0.028
O 0.122 1.944 0.045  0.182
H -0.005 3.750 0.923  0.004
H -1.401 2.629 1.201  0.002
H -1.236 3.500 -0.352  0.003

***

[3]
Here is a cluster of 2 separate species, C6H10 in total from the OMol25 dataset. Energies are from ωB97M-V/def2-TZVPD.

For the total energy, the calculation gives -6379.2791 eV. The HOMO-LUMO gap (spin up / spin down) comes out at 0.2944 / 0.2610 hartree. Its spin multiplicity is 1. The energy above the lowest of the compared OMol25 structures with the same formula, charge and spin is 105.63 kcal per mole. The charge is 0. As for the SMILES: C[C@@H]1C=C=CC1.[H][H]. The value obtained for the LUMO energy (spin up / spin down) is -0.44 / -0.64 eV.

Last column: Löwdin charge in e.
CARTESIAN COORDINATES (ANGSTROEM)
C 0.401 1.936 0.091  -0.073
C -0.597 0.865 -0.351  -0.357
C -1.207 -0.012 0.725  -0.060
C -0.697 -1.275 0.747  -0.084
C 0.111 -1.408 -0.348  -0.112
C 0.039 -0.227 -1.276  -0.149
H 1.246 1.475 0.616  0.086
H -0.073 2.652 0.770  0.077
H 0.788 2.489 -0.771  0.077
H -1.440 1.367 -0.848  0.136
H -2.088 0.320 1.277  0.099
H 0.864 -2.186 -0.476  0.073
H -0.557 -0.372 -2.187  0.117
H 1.057 0.023 -1.606  0.114
H 1.425 -2.948 1.760  0.046
H 0.729 -2.698 1.878  0.011

***

[4]
Here is a structure of composition C28H25F5NOTb in a non-equilibrium geometry from the OMol25 dataset. Energies are from ωB97M-V/def2-TZVPD.

For the total energy, the calculation gives -68999.1246 eV. The HOMO-LUMO gap (spin up / spin down) comes out at 0.2584 / 0.2692 hartree. Its spin multiplicity is 7. The expectation value of S² is 12.7119. The charge is 0. The value obtained for the LUMO energy (spin up / spin down) is -0.45 / -0.20 eV.

Last column: Löwdin spin population.
CARTESIAN COORDINATES (ANGSTROEM)
C 3.136 -0.392 2.913  -0.016
C 2.861 -1.167 1.736  -0.015
C 2.331 -0.296 0.756  -0.010
H 3.149 -2.206 1.568  0.000
C 2.178 0.984 1.311  -0.015
C 2.660 0.950 2.657  -0.010
H 1.964 1.880 0.731  0.000
C -1.039 -2.461 2.506  -0.015
C 0.185 -2.915 1.895  -0.014
C 0.151 -2.488 0.536  -0.003
H 0.900 -3.615 2.331  0.001
C -1.055 -1.810 0.272  -0.004
C -1.729 -1.688 1.518  -0.010
H 2.207 -0.516 -0.296  0.000
H 2.810 1.819 3.298  0.001
H 3.710 -0.715 3.781  0.000
H -2.741 -1.299 1.622  0.000
H 0.870 -2.775 -0.233  0.000
H -1.429 -2.797 3.472  0.000
Tb 0.651 -0.586 3.164  6.151
C -1.734 -1.741 -1.103  0.000
C -3.062 -2.513 -0.991  0.000
C -0.915 -2.482 -2.175  0.000
H -2.868 -3.570 -0.767  0.000
H -3.604 -2.470 -1.945  0.000
H -3.708 -2.091 -0.214  0.000
H -0.722 -3.516 -1.859  0.000
H 0.038 -1.983 -2.383  0.000
H -1.485 -2.530 -3.117  0.000
C -2.096 -0.300 -1.592  0.000
C -0.947 0.470 -2.232  0.000
H -2.444 0.288 -0.729  0.000
H -2.946 -0.345 -2.296  0.000
O 0.172 0.438 -1.728  0.000
N -1.142 1.181 -3.398  0.000
C -0.103 2.181 -3.720  0.000
H -2.097 1.466 -3.593  0.000
C 1.264 1.570 -3.640  0.000
C 2.290 2.248 -2.978  0.000
H 2.029 3.161 -2.432  0.000
C 3.563 1.673 -2.912  0.000
H 4.348 2.191 -2.356  0.000
C 3.807 0.449 -3.542  0.000
H 4.804 0.021 -3.528  0.000
C 2.773 -0.232 -4.196  0.000
H 2.921 -1.222 -4.632  0.000
C 1.508 0.352 -4.282  0.000
H 0.669 -0.169 -4.752  0.000
H -0.188 3.017 -3.015  0.000
H -0.318 2.548 -4.731  0.000
F -0.004 0.319 5.202  -0.015
C -0.922 1.244 4.590  -0.003
C -0.949 1.246 3.207  -0.021
C -1.851 2.096 2.591  0.000
F -1.913 2.162 1.228  0.000
C -2.716 2.885 3.365  -0.001
F -3.585 3.697 2.718  -0.001
C -2.682 2.839 4.767  0.002
F -3.553 3.585 5.482  0.000
C -1.750 2.010 5.400  0.000
F -1.654 1.920 6.747  0.000

***

[5]
Here is a structure of composition C46H47BrGeIrN5O2 from the OMol25 dataset. Energies are from ωB97M-V/def2-TZVPD.

For the total energy, the calculation gives -189373.3924 eV. The HOMO-LUMO gap comes out at 0.2476 hartree. Its spin multiplicity is 1. The energy above the lowest of the compared OMol25 structures with the same formula, charge and spin is 0.00 kcal per mole. The charge is +4. The value obtained for the LUMO energy is -10.78 eV.

Last column: Löwdin charge in e.
CARTESIAN COORDINATES (ANGSTROEM)
Ir 0.656 0.207 0.433  1.406
C 2.899 -6.537 0.625  -0.007
C 2.317 -5.201 0.260  -0.237
C 1.421 -5.044 -0.777  0.051
C 0.816 -3.815 -1.141  -0.080
C -0.191 -4.056 -2.141  0.050
N -1.196 -3.434 -2.682  0.105
C -1.755 -2.091 -2.548  -0.133
C -1.962 -1.479 -3.937  -0.130
C -2.794 -0.205 -3.887  -0.112
N -2.111 0.773 -3.043  0.087
C -2.010 2.051 -3.211  0.057
C -1.371 2.910 -2.264  -0.100
C -1.467 4.297 -2.478  0.068
C -1.013 5.225 -1.559  -0.222
C -1.120 6.706 -1.787  -0.010
C -0.494 4.710 -0.376  0.070
C -0.339 3.339 -0.120  -0.120
C 0.069 2.974 1.222  -0.046
N 0.430 1.817 1.641  -0.105
C 0.532 1.591 3.096  -0.149
C 1.883 1.053 3.586  -0.118
C 2.776 0.389 2.549  -0.157
N 2.092 -0.544 1.633  -0.118
C 2.576 -1.721 1.493  -0.067
C 2.092 -2.786 0.638  -0.133
C 2.624 -4.045 0.954  0.056
C 1.197 -2.617 -0.450  -0.284
O 0.793 -1.429 -0.858  -0.247
C -0.745 2.398 -1.091  -0.256
O -0.619 1.087 -0.951  -0.272
H 2.891 -7.217 -0.225  0.094
H 2.323 -7.003 1.426  0.105
H 3.926 -6.437 0.974  0.095
H 1.144 -5.932 -1.336  0.138
H -0.149 -5.077 -2.504  0.152
H -1.743 -4.025 -3.299  0.178
H -1.081 -1.518 -1.915  0.090
H -2.721 -2.196 -2.045  0.150
H -2.474 -2.191 -4.589  0.137
H -0.995 -1.269 -4.391  0.116
H -3.777 -0.407 -3.454  0.146
H -2.947 0.214 -4.880  0.146
H -1.653 0.442 -2.191  0.100
H -2.474 2.486 -4.093  0.168
H -1.941 4.644 -3.390  0.144
H -1.660 6.927 -2.705  0.093
H -0.131 7.158 -1.861  0.102
H -1.644 7.189 -0.963  0.102
H -0.204 5.407 0.404  0.147
H 0.011 3.772 1.961  0.156
H -0.255 0.877 3.339  0.110
H 0.280 2.513 3.618  0.134
H 1.691 0.371 4.415  0.128
H 2.473 1.871 4.002  0.133
H 3.579 -0.145 3.059  0.136
H 3.241 1.144 1.920  0.101
H 3.422 -1.983 2.126  0.152
H 3.326 -4.107 1.780  0.146
C 2.047 0.180 -4.163  -0.153
Ge 3.001 -0.651 -2.723  1.242
C 3.499 -2.457 -2.890  -0.335
C 3.105 -3.165 -4.035  -0.091
C 3.552 -4.460 -4.235  -0.037
C 4.395 -5.050 -3.299  -0.013
C 4.786 -4.358 -2.156  -0.039
C 4.341 -3.065 -1.947  -0.109
C 3.676 0.622 -1.458  -0.229
C 2.802 1.497 -0.838  -0.169
C 3.276 2.622 -0.134  -0.074
C 4.621 2.857 -0.059  0.020
C 5.552 1.996 -0.679  -0.135
C 6.940 2.271 -0.635  0.010
C 7.824 1.484 -1.311  -0.010
C 7.361 0.386 -2.072  -0.016
C 6.030 0.087 -2.122  -0.045
C 5.082 0.866 -1.411  -0.166
H 2.856 0.601 -4.776  0.067
H 1.441 1.016 -3.816  0.031
H 1.479 -0.496 -4.791  0.023
H 2.477 -2.698 -4.786  0.103
H 3.275 -5.000 -5.131  0.126
H 4.765 -6.053 -3.471  0.131
H 5.457 -4.825 -1.446  0.127
H 4.668 -2.519 -1.070  0.111
H 1.723 1.427 -1.028  0.054
H 2.581 3.321 0.309  0.105
H 4.991 3.732 0.461  0.139
H 7.286 3.131 -0.076  0.134
H 8.882 1.707 -1.286  0.132
H 8.071 -0.213 -2.626  0.129
H 5.711 -0.753 -2.728  0.090
Br -4.409 -2.619 3.679  0.948
C -2.980 -1.860 2.779  -0.669
C -1.671 -2.238 3.065  -0.049
C -0.631 -1.646 2.385  -0.083
N -0.828 -0.708 1.439  -0.092
C -2.097 -0.340 1.161  -0.082
C -3.184 -0.885 1.804  -0.055
H -1.458 -2.981 3.821  0.130
H 0.387 -1.914 2.611  0.112
H -2.217 0.431 0.416  0.112
H -4.180 -0.544 1.558  0.128

***

[6]
Here is a cluster of 2 separate species, C12H23Cl2F3NO2P in total in a non-equilibrium geometry from the OMol25 dataset. Energies are from ωB97M-V/def2-TZVPD.

For the total energy, the calculation gives -60887.6112 eV. The HOMO-LUMO gap comes out at 0.3220 hartree. Its spin multiplicity is 1. The charge is 0. As for the SMILES: C=CC[C@H](COCP(C)O)NCCC(F)(F)F.ClCCCl. The value obtained for the LUMO energy is 0.48 eV.

Last column: Löwdin charge in e.
CARTESIAN COORDINATES (ANGSTROEM)
C 0.971 -2.075 1.850  -0.032
C 0.474 -1.926 0.621  -0.226
C 0.435 -0.548 0.010  -0.192
C -0.721 -0.440 -1.004  -0.325
C -0.785 0.925 -1.702  -0.177
O -1.668 1.848 -1.098  -0.173
C -1.057 2.727 -0.182  -0.376
P -0.025 4.106 -0.945  0.876
C 1.595 3.722 -0.165  -0.293
O 0.201 3.656 -2.531  -0.335
N -2.033 -0.841 -0.519  -0.009
C -2.434 -0.330 0.796  -0.183
C -3.899 0.153 0.731  -0.054
C -4.221 1.256 1.709  -0.582
F -5.517 1.170 2.134  0.101
F -3.448 1.228 2.821  0.121
F -4.086 2.494 1.159  0.112
H 0.927 -3.002 2.400  0.048
H 1.426 -1.213 2.314  0.061
H 0.069 -2.755 0.059  0.091
H 0.358 0.207 0.785  0.097
H 1.352 -0.349 -0.544  0.070
H -0.468 -1.146 -1.796  0.144
H 0.225 1.326 -1.784  0.098
H -1.152 0.768 -2.712  0.130
H -1.861 3.231 0.343  0.068
H -0.476 2.193 0.580  0.072
H 1.493 3.885 0.902  0.038
H 2.360 4.373 -0.572  0.031
H 1.877 2.682 -0.353  0.031
H 1.090 3.303 -2.633  0.037
H -2.100 -1.845 -0.495  0.105
H -1.836 0.517 1.104  0.097
H -2.391 -1.132 1.528  0.122
H -4.603 -0.654 0.906  0.124
H -4.070 0.515 -0.276  0.125
Cl 2.577 -4.645 0.153  0.576
C 3.983 -4.113 -0.804  -0.651
C 4.735 -2.985 -0.148  -0.646
Cl 3.791 -1.475 -0.107  0.598
H 3.619 -3.830 -1.789  0.068
H 4.645 -4.970 -0.911  0.072
H 5.645 -2.783 -0.710  0.072
H 5.006 -3.228 0.876  0.070

***

[7]
Here is a structure of composition H2N2O3S in a non-equilibrium geometry from the OMol25 dataset. Energies are from ωB97M-V/def2-TZVPD.

For the total energy, the calculation gives -19985.4392 eV. The HOMO-LUMO gap comes out at 0.4097 hartree. Its spin multiplicity is 1. The energy above the lowest of the compared OMol25 structures with the same formula, charge and spin is 56.51 kcal per mole. The charge is 0. The value obtained for the LUMO energy is 0.66 eV.

Last column: Löwdin charge in e.
CARTESIAN COORDINATES (ANGSTROEM)
N 0.683 -0.097 -0.949  -0.061
N 0.388 0.083 1.216  -0.079
O -1.503 1.155 -0.227  -0.254
O -1.474 -1.293 -0.024  -0.263
O 1.274 0.502 0.217  -0.212
S -0.789 -0.054 -0.038  0.655
H 0.778 0.557 -1.720  0.108
H 0.644 -0.853 1.526  0.106